Record 1
ORCA calculation (wB97M-V/def2-TZVPD) on a single C13H20N4O5S molecule at a distorted geometry.

As for the molar mass: 344.39 g mol⁻¹. The lowest unoccupied orbital energy comes out at 0.603 eV. Its SMILES is CCCCOC(=O)CNc1nnc(SCC(=O)OCC)[nH]c1=O. The value obtained for the energy above the lowest of the compared OMol25 structures with the same formula, charge and spin is 0.151 eV. The calculation puts the total energy at -40839.1124 eV. The orbital gap comes out at 8.849 eV.

Geometry as ORCA input:
```
! RIJCOSX wB97M-V def2-TZVPD def2/J DEFGRID3
* xyz 0 1
S -4.11467 1.25325 1.07299
O 2.12909 -1.57703 0.63620
O 3.25330 -0.66448 -1.08851
O -2.64579 1.09271 -2.44923
O -0.09635 0.45877 3.84680
O -3.15541 -0.63648 -1.10272
N -1.62294 1.37240 0.26470
N -0.29510 1.25708 0.37878
N -1.91270 0.83882 2.52568
N 1.57451 0.90056 1.68927
C 4.97184 -2.33757 -1.51899
C 2.57890 -0.62743 0.05554
C -4.14689 1.52986 -0.71626
C -1.71008 0.28973 -3.17431
C -0.56071 0.72364 2.75899
C 2.44124 0.81361 0.54900
C -2.40422 -0.62645 -4.17158
C -2.38314 1.15604 1.27856
C 0.23364 0.95720 1.53098
C 5.35563 -2.57990 -0.06040
C 6.80201 -3.04020 0.06700
C 3.50619 -1.94419 -1.67908
C -3.24506 0.51994 -1.41363
H -3.03053 -1.34210 -3.64523
H 5.13948 -3.24731 -2.09827
H 2.85309 -2.68446 -1.20667
H 7.05898 -3.20234 1.11067
H -3.02344 -0.04483 -4.85048
H -2.55519 0.66348 3.29019
H 1.87012 0.45210 2.54806
H 3.43180 1.19919 0.80275
H 6.95461 -3.97205 -0.47284
H -3.81976 2.54354 -0.93814
H -1.65926 -1.16825 -4.74717
H -1.06268 1.00846 -3.67986
H 3.24777 -1.84234 -2.73617
H 2.01133 1.41725 -0.25326
H 5.21881 -1.65787 0.50900
H 5.59785 -1.54671 -1.93714
H 4.69129 -3.33350 0.36721
H -1.12688 -0.29482 -2.45632
H 7.47900 -2.29302 -0.34161
H -5.18289 1.38385 -1.02274
*
```

=====

Record 2
ORCA calculation (wB97M-V/def2-TZVPD) on a gas-phase ion, C5H7N2O (charge +1) at a distorted geometry.

As for the molar mass: 111.12 g mol⁻¹. The lowest unoccupied orbital energy comes out at -3.850 eV. Its SMILES is c1noc2c1C[NH2+]C2. The value obtained for the energy above the lowest of the compared OMol25 structures with the same formula, charge and spin is 2.613 eV. The calculation puts the total energy at -10316.0178 eV. The orbital gap comes out at 10.194 eV.

Geometry as ORCA input:
```
! RIJCOSX wB97M-V def2-TZVPD def2/J DEFGRID3
* xyz 1 1
O 2.70838 -1.01292 0.01227
N -0.87948 -0.37562 0.17301
N 3.46490 0.09682 -0.02994
C 1.29487 0.61469 0.11683
C 2.57354 1.11742 -0.02542
C -0.18652 0.89436 -0.08310
C 1.46447 -0.72096 -0.00209
C 0.13092 -1.41673 -0.11230
H -1.72644 -0.54295 -0.30479
H 0.14762 -2.22589 0.58588
H -0.27435 1.04796 -1.13959
H 3.07970 2.07657 0.08340
H -0.95092 -0.42706 1.16060
H -0.50337 1.55321 0.67387
H -0.00810 -1.90899 -1.03209
*
```

=====

Record 3
ORCA calculation (wB97M-V/def2-TZVPD) on a molecular structure, C36H37MgNP2Se at a distorted geometry.

As for the molar mass: 648.91 g mol⁻¹. The lowest unoccupied orbital energy comes out at -0.145 eV. The value obtained for the energy above the lowest of the compared OMol25 structures with the same formula, charge and spin is 0.000 eV. The calculation puts the total energy at -128789.3252 eV. The orbital gap comes out at 6.625 eV.

Geometry as ORCA input:
```
! RIJCOSX wB97M-V def2-TZVPD def2/J DEFGRID3
* xyz 0 1
Se -0.35043 -6.35236 5.08955
P -1.75240 -0.85786 0.77244
P 1.42669 -0.93173 1.28566
Mg -0.37760 -2.58796 2.10303
N 0.42537 -4.04791 3.42255
C -3.24753 -3.27777 -2.15864
C 0.17280 -4.98399 4.11061
C 0.63053 0.48644 0.52169
C 0.27976 4.77196 -2.20976
C -2.34077 -3.53701 2.18980
C 1.57266 4.32406 -1.49139
C -5.33949 0.67441 3.23070
C 2.72278 -1.02266 3.72554
C -3.40748 -2.40244 -3.23898
C 2.46062 -0.21934 2.59767
C -3.16921 -0.19944 1.70806
C -3.04584 -1.05589 -3.11476
C -4.07314 0.56692 3.81937
C -0.89068 2.79783 -3.32970
C -4.43697 -0.09555 1.11944
C 1.38951 3.25093 -4.48125
C -2.98395 0.12980 3.06672
C 2.58395 -1.56363 0.01398
C 4.30001 -2.65275 -1.90626
C 4.05090 0.77325 4.66229
C 2.98004 1.07936 2.51134
C -0.03139 2.64609 -4.55178
C 2.91829 -2.86455 -2.00504
C -5.51884 0.34111 1.88511
C -0.76572 3.69997 -2.34761
C -2.71308 -2.81478 -0.96089
C 2.23874 2.72176 -3.35863
C -2.38185 -1.45515 -0.82456
C 2.30286 3.15638 -2.09434
C 3.77916 1.57259 3.54808
C -2.53051 -0.57784 -1.90927
C 3.96488 -1.34153 0.10125
C 2.05497 -2.31675 -1.05590
C -0.71968 0.55272 0.36201
C 3.52544 -0.52367 4.74733
C 4.82075 -1.88724 -0.85857
H -3.81249 -2.77038 -4.18096
H -6.50386 0.41005 1.42260
H 1.89270 2.97162 -5.42045
H 4.67103 1.16413 5.46856
H -4.57081 -0.37261 0.07233
H -2.26922 -3.68348 3.27831
H 5.89614 -1.71798 -0.77658
H 0.97374 -2.46842 -1.13425
H -1.23502 1.44169 -0.02369
H 2.29840 -2.03102 3.78633
H -6.18991 1.01354 3.82318
H -3.16930 -0.36725 -3.95123
H 2.51191 -3.46279 -2.82139
H -1.76473 2.13494 -3.33133
H 4.18801 2.58159 3.47320
H -1.53507 3.73773 -1.56405
H -0.16058 5.57077 -1.59169
H -3.54401 -4.32334 -2.24697
H 1.32312 4.34378 -4.48294
H 4.36963 -0.74764 0.92297
H -0.53901 3.09079 -5.42573
H 2.24213 5.20078 -1.43771
H 4.97195 -3.09150 -2.64388
H -3.93483 0.81738 4.87065
H -1.99539 0.02589 3.52310
H 3.74523 -1.14856 5.61311
H -2.15662 -4.52487 1.73213
H 2.76490 1.70130 1.64220
H 0.05583 1.57094 -4.77555
H -2.24136 0.46783 -1.79989
H 3.03425 2.69613 -1.41769
H 1.32821 4.07172 -0.44735
H -2.57648 -3.48833 -0.11460
H 0.53701 5.23546 -3.16806
H 1.30940 1.27385 0.17528
H -3.35255 -3.21222 1.92704
H 2.91352 1.91269 -3.67194
*
```